[1]
C12H33BrN3O3PSi | ωB97M-V with the def2-TZVPD basis set

Structure (ORCA input):
```
! RIJCOSX wB97M-V def2-TZVPD def2/J DEFGRID3
* xyz 0 1
C -5.89876 -0.07548 -1.51093
H -1.80464 -1.35639 -2.39988
C -5.02068 1.06369 -0.97962
H -2.08381 0.83304 1.73690
P 0.98454 -0.71250 -4.57447
O -0.01769 0.28437 -3.70380
H 4.00575 0.32020 3.89329
H 3.61136 -1.71692 2.29307
H 3.66998 1.56059 2.03456
N 4.87382 -0.56933 -4.83149
H -2.60684 -0.69330 2.46817
H -2.74700 1.03874 -2.21309
H 0.86160 1.04298 3.92189
C 3.31572 -0.51214 4.04260
H 3.85043 -1.28465 4.59868
N -3.72024 0.72791 -0.42478
H -3.53468 -1.23178 -2.68194
H -5.95603 -0.90482 -0.80438
H 0.38780 -0.38320 1.98028
H 0.82695 0.89093 0.86726
H -4.17002 -1.09640 0.60107
H -2.93518 -1.83292 -1.13698
Si 2.72141 -0.41015 -3.14219
C 1.09281 0.43952 1.82926
H 4.49754 -0.58071 0.01408
N 2.41700 -0.14122 1.67525
H 2.49102 -1.02801 -1.82682
H -1.72293 0.48168 -0.92376
H 1.66510 2.25018 2.91308
H -4.86184 1.79519 -1.77758
H 5.24156 -0.36130 1.60277
H -1.71546 -0.71001 0.95225
H -5.57556 1.58864 -0.19550
C -3.79634 -0.07637 0.78381
C 3.42955 0.81573 1.25946
C 0.88439 1.48801 2.92766
H 3.00342 1.37758 0.42216
C -2.75553 -1.10485 -1.92999
H 1.97602 -1.75108 2.88413
O 5.13593 0.53545 -4.61030
O 4.06992 -1.17029 -3.79548
H 2.49865 -0.16187 4.67192
H -0.66904 0.69103 -4.28774
C 4.71605 0.15015 0.79547
H -6.91501 0.29023 -1.67111
C 2.82327 -1.08346 2.70706
H 2.89891 1.05242 -3.05716
Br 0.36594 -2.72832 -3.84763
H 5.39915 0.89790 0.38919
C -2.70180 0.32628 -1.38394
H -4.53154 0.40403 1.43632
H -0.07087 1.99400 2.77327
C -2.46947 -0.16565 1.52284
H -5.53738 -0.46465 -2.46215
*
```

Computed properties:
lowest unoccupied orbital energy: -0.325 eV
HOMO level: -8.100 eV
E_tot: -4071.79786 Eh
structure (SMILES): O=NO[SiH2]P(O)Br.CCN(CC)CC.CCN(CC)CC



[2]
C12H33CdClN3O7 | ωB97M-V with the def2-TZVPD basis set

Structure (ORCA input):
```
! RIJCOSX wB97M-V def2-TZVPD def2/J DEFGRID3
* xyz 1 1
O -9.23675 20.22259 -7.44625
H -9.74331 18.15018 -6.16878
H -9.19641 15.49827 -4.34376
H -10.55615 19.37361 1.23481
C -11.25142 19.78856 0.50508
H -11.69554 20.68233 0.94330
Cl -8.05558 20.46395 -6.68935
H -7.96291 16.51968 -5.19515
H -8.01313 16.30169 -3.47137
H -7.20942 18.98883 -1.49939
C -6.24586 20.02525 -2.82462
H -4.28150 16.10342 -4.09349
H -6.61167 20.84202 -3.44684
O -9.45891 21.29906 -2.34093
H -7.01778 18.28400 -2.95912
H -11.49223 20.41912 -1.49780
H -5.86085 19.35103 -4.85686
O -5.30297 17.84810 -3.63815
C -8.64507 16.43854 -4.34887
O -7.17868 19.40770 -7.01848
H -8.90707 21.30832 -0.30611
Cd -9.27465 19.49530 -3.20492
H -12.03563 19.91143 -3.79063
N -7.37462 19.10369 -2.48914
H -10.35200 22.21754 -0.73911
H -8.02641 22.79060 -2.15308
H -4.88827 19.78656 -1.17489
H -6.33328 20.59228 -0.70877
C -9.77705 21.31890 -0.96272
N -10.03093 18.89446 -1.37234
O -9.34933 17.65422 -4.28083
H -8.41375 22.61226 -3.73872
H -11.87185 19.18968 -6.83599
H -12.67056 17.82963 -6.48046
C -8.90487 22.58846 -2.76591
C -12.41595 18.76929 -5.99022
C -5.61789 20.51552 -1.52756
C -10.67566 20.09592 -0.85217
O -7.38999 21.71914 -6.96598
C -11.51200 18.34636 -4.82859
H -3.62637 17.50278 -4.93913
H -9.41097 23.55379 -2.75570
H -12.02937 17.66138 -4.15687
H -12.14910 19.18272 0.62850
H -10.49651 16.66224 -5.79984
H -10.70636 18.14412 -1.34282
C -4.54823 17.03317 -4.59598
H -5.03497 21.43145 -1.62432
C -10.28479 17.64173 -5.37104
H -9.44694 18.55270 -0.62251
H -13.36292 19.22520 -5.70125
O -8.44897 20.40394 -5.32727
C -5.36258 19.28580 -3.88962
H -5.19965 16.79140 -5.43580
H -11.27127 20.18956 -4.98611
H -4.32978 19.62489 -3.96991
N -11.17874 19.56497 -4.19781
*
```

Computed properties:
lowest unoccupied orbital energy: -2.703 eV
ΔE to the lowest compared entry with this formula, charge and spin: 90.7 kcal/mol
HOMO level: -11.832 eV
E_tot: -1795.27836 Eh



[3]
C12H33ClIN2P2STl | ωB97M-V with the def2-TZVPD basis set

Structure (ORCA input):
```
! RIJCOSX wB97M-V def2-TZVPD def2/J DEFGRID3
* xyz 2 1
H 1.32061 4.81070 -1.73715
C 2.08781 4.04629 -1.53959
H -0.83087 2.89101 1.88961
H 2.48049 -3.54242 1.18161
N 1.35497 -2.52367 -0.28136
H 2.62132 0.28801 -1.69477
C -3.81448 2.53452 1.33289
H -0.11758 -3.75563 4.07695
P -2.91527 1.28395 0.32188
H -0.37415 4.52955 1.29084
H -4.11523 1.62252 -1.75385
C 0.74380 -1.74130 0.66515
H -3.82471 3.49950 0.80130
I -0.79668 -0.48288 -2.15447
H 1.87193 -5.10602 -0.77482
H -3.97990 -0.10669 -1.34171
H 3.02480 1.33245 -0.32175
C -4.18236 0.89083 -0.93868
H 3.69768 1.70115 -1.94443
N 0.33416 -2.31622 1.80633
H 2.11160 2.79145 -4.01489
C 2.57797 -3.26255 0.11979
H 0.78151 3.16130 1.11096
Cl -2.28542 4.22202 -2.59744
H -5.17340 0.93624 -0.47058
H -2.31277 -0.00760 2.28101
H 2.92119 4.15662 -2.24714
H 3.46501 -2.59622 0.04189
H 3.60146 -5.09594 -0.33046
H 0.30771 -5.31271 3.35486
Tl -1.13641 2.97719 -0.81460
H 3.07367 -4.21664 -1.76716
H -0.18084 -1.67874 2.42158
H -3.30360 2.66879 2.29691
H 1.42275 -2.01600 -1.17441
H -3.99509 -0.33935 1.76614
C 2.82588 1.32182 -1.39859
C 0.04598 -3.75683 1.91671
H -4.84455 2.18540 1.49115
P 1.36283 2.36748 -1.75531
H -2.60824 -1.05306 0.87780
C -0.28231 3.43734 1.11191
C 0.47239 -4.23580 3.28817
C 1.24441 2.27879 -3.58111
H 0.31428 2.76385 -3.90286
C -2.96830 -0.17466 1.42009
H 1.21360 1.22513 -3.87690
H -1.02970 -3.93978 1.75272
H 2.44425 4.16154 -0.50659
C 2.78302 -4.49249 -0.74340
H 0.60211 -4.24521 1.10606
H 1.53144 -4.01496 3.45239
S 0.43121 -0.07206 0.48731
*
```

Computed properties:
lowest unoccupied orbital energy (alpha / beta): -10.054 / -10.057 eV
ΔE to the lowest compared entry with this formula, charge and spin: 0.0 kcal/mol
HOMO level (alpha / beta): -14.583 / -14.626 eV
E_tot: -2597.20321 Eh



Please write out number 3 again, unchanged.
C12H33ClIN2P2STl | ωB97M-V with the def2-TZVPD basis set

Structure (ORCA input):
```
! RIJCOSX wB97M-V def2-TZVPD def2/J DEFGRID3
* xyz 2 1
H 1.32061 4.81070 -1.73715
C 2.08781 4.04629 -1.53959
H -0.83087 2.89101 1.88961
H 2.48049 -3.54242 1.18161
N 1.35497 -2.52367 -0.28136
H 2.62132 0.28801 -1.69477
C -3.81448 2.53452 1.33289
H -0.11758 -3.75563 4.07695
P -2.91527 1.28395 0.32188
H -0.37415 4.52955 1.29084
H -4.11523 1.62252 -1.75385
C 0.74380 -1.74130 0.66515
H -3.82471 3.49950 0.80130
I -0.79668 -0.48288 -2.15447
H 1.87193 -5.10602 -0.77482
H -3.97990 -0.10669 -1.34171
H 3.02480 1.33245 -0.32175
C -4.18236 0.89083 -0.93868
H 3.69768 1.70115 -1.94443
N 0.33416 -2.31622 1.80633
H 2.11160 2.79145 -4.01489
C 2.57797 -3.26255 0.11979
H 0.78151 3.16130 1.11096
Cl -2.28542 4.22202 -2.59744
H -5.17340 0.93624 -0.47058
H -2.31277 -0.00760 2.28101
H 2.92119 4.15662 -2.24714
H 3.46501 -2.59622 0.04189
H 3.60146 -5.09594 -0.33046
H 0.30771 -5.31271 3.35486
Tl -1.13641 2.97719 -0.81460
H 3.07367 -4.21664 -1.76716
H -0.18084 -1.67874 2.42158
H -3.30360 2.66879 2.29691
H 1.42275 -2.01600 -1.17441
H -3.99509 -0.33935 1.76614
C 2.82588 1.32182 -1.39859
C 0.04598 -3.75683 1.91671
H -4.84455 2.18540 1.49115
P 1.36283 2.36748 -1.75531
H -2.60824 -1.05306 0.87780
C -0.28231 3.43734 1.11191
C 0.47239 -4.23580 3.28817
C 1.24441 2.27879 -3.58111
H 0.31428 2.76385 -3.90286
C -2.96830 -0.17466 1.42009
H 1.21360 1.22513 -3.87690
H -1.02970 -3.93978 1.75272
H 2.44425 4.16154 -0.50659
C 2.78302 -4.49249 -0.74340
H 0.60211 -4.24521 1.10606
H 1.53144 -4.01496 3.45239
S 0.43121 -0.07206 0.48731
*
```

Computed properties:
lowest unoccupied orbital energy (alpha / beta): -10.054 / -10.057 eV
ΔE to the lowest compared entry with this formula, charge and spin: 0.0 kcal/mol
HOMO level (alpha / beta): -14.583 / -14.626 eV
E_tot: -2597.20321 Eh



What is the E_tot in the third record?
-2597.20321 Eh



Look up the E_tot of the third one.
-2597.20321 Eh



E_tot of number 2 (C12H33CdClN3O7)?
-1795.27836 Eh